Molecular formula: C22H27N3O3
Method: DFT, wB97M-V/def2-TZVPD

Last column: Mulliken charge in e.
CARTESIAN COORDINATES (ANGSTROEM)
C  -7.86  -0.04  -0.28  -1.509
H  -7.77  0.99  0.05  0.370
H  -7.93  -0.05  -1.37  0.345
H  -8.77  -0.47  0.13  0.417
C  -6.65  -0.85  0.17  0.534
C  -6.76  -2.30  -0.30  -1.302
H  -6.87  -2.33  -1.38  0.338
H  -5.86  -2.86  -0.03  0.379
H  -7.62  -2.78  0.16  0.390
H  -6.58  -0.81  1.26  0.287
O  -5.52  -0.21  -0.41  -0.429
C  -4.27  -0.45  0.06  0.675
C  -3.24  0.17  -0.64  -0.479
C  -1.92  0.04  -0.24  0.435
C  -1.61  -0.75  0.87  -0.500
C  -2.63  -1.38  1.55  -1.159
C  -3.95  -1.23  1.17  -0.275
H  -4.72  -1.73  1.74  0.347
H  -2.40  -1.99  2.41  0.373
H  -0.59  -0.90  1.17  0.433
C  -0.88  0.75  -1.04  0.056
O  -0.97  0.86  -2.24  -0.597
C  0.23  1.41  -0.25  1.456
H  0.51  0.80  0.61  0.121
C  -0.29  2.77  0.24  -1.082
C  0.83  3.53  0.96  -0.616
C  2.06  3.64  0.07  -1.026
N  2.48  2.32  -0.35  0.203
C  3.58  1.77  0.22  0.702
O  4.34  2.43  0.91  -0.722
C  3.87  0.34  -0.02  0.152
N  2.97  -0.63  -0.17  -0.298
N  3.66  -1.76  -0.26  -0.346
C  5.00  -1.56  -0.17  0.478
C  5.17  -0.21  -0.01  -0.470
H  6.08  0.35  0.11  0.424
C  5.96  -2.67  -0.25  -0.172
C  7.21  -2.62  0.59  -0.641
C  7.30  -2.44  -0.89  -0.640
H  7.72  -3.24  -1.48  0.258
H  7.51  -1.45  -1.27  0.246
H  7.56  -3.55  1.03  0.258
H  7.35  -1.76  1.22  0.264
H  5.50  -3.64  -0.40  0.396
H  3.17  -2.63  -0.38  0.195
C  1.48  1.63  -1.12  -2.094
H  1.86  0.67  -1.46  0.760
H  1.21  2.24  -1.98  0.181
H  2.89  4.10  0.60  0.483
H  1.83  4.23  -0.82  0.362
H  0.48  4.52  1.24  0.434
H  1.10  2.99  1.87  0.337
H  -0.62  3.35  -0.62  0.359
H  -1.14  2.63  0.91  0.443
H  -3.48  0.76  -1.51  0.466

As for the lowest unoccupied orbital energy: 0.0254 Ha. The charge is 0. The energy above the lowest of the compared OMol25 structures with the same formula, charge and spin comes out at 342.1 kJ/mol. As for the spin multiplicity: 1. The structure (SMILES) is CC(C)Oc1cccc(C(=O)[C@@H]2CCCN(C(=O)c3cc(C4CC4)[nH]n3)C2)c1.

---

Molecular formula: C22H27N3O3S
Method: DFT, wB97M-V/def2-TZVPD

Last column: Mulliken charge in e.
CARTESIAN COORDINATES (ANGSTROEM)
C  -0.55  4.36  -0.13  -1.004
H  0.51  4.55  -0.33  0.285
H  -0.87  3.51  -0.72  0.234
H  -1.11  5.23  -0.46  0.414
C  -0.79  4.13  1.36  -0.690
N  -0.11  3.00  1.96  0.007
C  -0.51  1.70  1.45  -0.607
C  0.05  0.61  2.36  -1.244
N  1.50  0.70  2.37  0.886
C  1.89  2.00  2.88  -1.065
C  1.33  3.09  1.97  -0.746
H  1.62  4.07  2.35  0.471
H  1.77  2.96  0.97  0.292
H  2.98  2.07  2.90  0.492
H  1.51  2.16  3.91  0.284
C  2.12  -0.41  3.08  -0.888
H  1.62  -1.32  2.75  0.382
C  3.62  -0.54  2.80  -0.818
H  4.20  0.13  3.43  0.404
H  3.91  -1.56  3.06  0.407
C  3.98  -0.26  1.33  -0.862
N  2.94  -0.68  0.42  -0.025
C  3.01  -1.81  -0.31  0.669
O  4.00  -2.51  -0.40  -0.720
C  1.77  -2.12  -1.07  0.375
C  1.61  -3.17  -1.93  -1.108
C  0.31  -3.23  -2.48  0.087
C  -0.51  -2.21  -2.02  0.573
C  -1.87  -2.10  -2.45  1.456
C  -2.76  -1.12  -2.02  -0.646
C  -4.06  -1.08  -2.49  0.542
C  -4.47  -2.06  -3.40  -0.685
C  -3.61  -3.04  -3.84  -0.547
C  -2.29  -3.08  -3.37  -0.263
O  -1.48  -4.06  -3.82  -0.445
C  -0.18  -4.21  -3.44  0.105
O  0.46  -5.12  -3.90  -0.624
H  -3.92  -3.79  -4.54  0.463
H  -5.48  -2.04  -3.77  0.393
C  -5.02  -0.03  -2.03  -1.555
H  -4.55  0.65  -1.33  0.343
H  -5.39  0.53  -2.88  0.347
H  -5.88  -0.50  -1.54  0.342
H  -2.40  -0.38  -1.31  0.560
S  0.31  -1.18  -0.91  -0.358
H  2.40  -3.87  -2.16  0.546
H  2.07  -0.18  0.56  0.049
H  4.89  -0.80  1.06  0.475
H  4.15  0.81  1.18  0.303
H  1.97  -0.33  4.17  0.367
H  -0.25  -0.37  1.99  0.504
H  -0.36  0.74  3.38  0.327
H  -1.60  1.65  1.45  0.423
H  -0.15  1.52  0.43  0.314
H  -0.48  5.01  1.92  0.392
H  -1.86  3.98  1.53  0.387

As for the lowest unoccupied orbital energy: -0.0141 Ha. The charge is 0. The energy above the lowest of the compared OMol25 structures with the same formula, charge and spin comes out at 155.7 kJ/mol. As for the spin multiplicity: 1. The structure (SMILES) is CCN1CCN(CCCNC(=O)c2cc3c(=O)oc4ccc(C)cc4c3s2)CC1.

---

Molecular formula: C22H27N3O3STi
Method: DFT, wB97M-V/def2-TZVPD

Last column: Mulliken charge in e.
CARTESIAN COORDINATES (ANGSTROEM)
Ti  0.50  0.63  -0.50  -0.466
C  2.25  4.09  -0.91  -1.256
C  1.93  2.69  -1.34  1.249
O  1.95  1.84  -0.36  -0.498
C  1.71  2.39  -2.68  -1.002
C  1.38  1.10  -3.18  1.182
C  1.68  0.68  -4.59  -1.452
N  0.94  0.21  -2.34  0.495
N  1.02  -1.17  -2.53  -0.948
C  1.33  -1.74  -1.37  0.656
O  1.62  -1.09  -0.30  -0.870
C  1.53  -3.21  -1.40  0.205
C  1.38  -3.95  -2.57  -0.269
C  1.72  -5.30  -2.61  -0.571
C  2.19  -5.94  -1.47  -0.307
C  2.30  -5.22  -0.29  -0.655
C  1.97  -3.87  -0.26  -0.284
H  1.46  4.42  -0.24  0.214
H  2.31  4.77  -1.76  0.324
H  3.20  4.10  -0.37  0.295
H  1.89  3.18  -3.40  0.145
H  2.03  1.53  -5.18  0.395
H  0.79  0.26  -5.05  0.289
H  2.45  -0.09  -4.59  0.292
H  1.01  -3.44  -3.45  0.471
H  1.61  -5.86  -3.53  0.345
H  2.48  -6.98  -1.51  0.355
H  2.64  -5.72  0.61  0.356
H  2.03  -3.30  0.66  0.462
C  -1.38  -2.89  4.29  -0.924
C  -2.09  -2.83  2.95  -0.620
S  -1.35  -1.54  1.72  0.156
O  -0.83  -0.13  0.22  -0.294
C  -2.45  -0.20  2.29  -0.295
C  -3.59  0.05  1.31  -1.000
H  -1.62  -3.80  4.86  0.360
H  -1.64  -2.03  4.92  0.233
H  -0.30  -2.86  4.13  0.211
H  -3.16  -2.63  3.07  0.273
H  -1.97  -3.78  2.42  0.316
H  -1.83  0.69  2.37  -0.004
H  -2.82  -0.47  3.28  0.413
H  -3.15  0.34  0.36  0.133
H  -4.25  0.84  1.66  0.331
H  -4.17  -0.87  1.17  0.315
N  -0.79  2.08  -0.74  -0.562
C  -0.99  2.94  0.22  0.383
C  -1.93  4.05  0.11  -0.699
C  -2.14  4.96  1.12  -0.274
C  -1.44  4.90  2.34  -0.586
C  -0.53  3.85  2.50  -0.740
C  -0.31  2.91  1.52  0.194
H  -2.47  4.14  -0.83  0.296
H  -2.89  5.74  0.98  0.284
H  -1.61  5.63  3.12  0.313
H  0.02  3.78  3.44  0.299
H  0.37  2.09  1.71  0.335

As for the lowest unoccupied orbital energy: 0.1706 Ha. The charge is -2. The energy above the lowest of the compared OMol25 structures with the same formula, charge and spin comes out at 68.0 kJ/mol. As for the spin multiplicity: 1.

---

Molecular formula: C22H27N3O4S
Method: DFT, wB97M-V/def2-TZVPD

Last column: Mulliken charge in e.
CARTESIAN COORDINATES (ANGSTROEM)
C  -0.38  3.57  1.52  -1.104
H  0.09  4.20  2.27  0.398
H  0.40  3.17  0.87  0.256
H  -1.04  4.19  0.92  0.350
C  -1.17  2.44  2.16  -0.186
N  -0.32  1.58  2.96  -0.135
C  0.09  0.37  2.53  0.669
O  -0.25  -0.06  1.42  -0.734
C  0.98  -0.39  3.45  0.280
C  0.92  -0.18  4.83  -0.498
C  1.74  -0.86  5.70  -0.868
C  2.66  -1.77  5.20  -0.551
C  2.72  -2.02  3.84  -0.616
C  1.88  -1.36  2.95  0.206
N  1.89  -1.61  1.59  0.152
C  2.72  -2.41  0.86  0.648
O  3.65  -3.05  1.32  -0.684
C  2.41  -2.39  -0.60  0.256
C  3.45  -2.70  -1.48  -0.703
C  3.25  -2.65  -2.85  -0.766
C  2.02  -2.27  -3.36  -0.399
C  0.99  -1.99  -2.48  -0.063
C  1.16  -2.06  -1.12  -0.286
H  0.31  -1.86  -0.49  0.617
S  -0.62  -1.50  -3.11  1.316
O  -0.41  -0.77  -4.33  -0.692
O  -1.49  -2.64  -3.15  -0.739
N  -1.12  -0.52  -1.86  0.509
C  -0.50  0.79  -1.83  -0.900
C  -1.29  1.80  -2.65  -0.991
H  -1.24  1.50  -3.70  0.249
H  -0.83  2.79  -2.55  0.504
C  -2.75  1.85  -2.20  1.095
C  -3.55  2.84  -3.03  -1.784
H  -3.54  2.55  -4.08  0.363
H  -4.59  2.87  -2.70  0.427
H  -3.13  3.84  -2.95  0.418
C  -3.34  0.44  -2.30  -0.795
C  -2.51  -0.55  -1.48  -0.995
H  -2.85  -1.57  -1.62  0.618
H  -2.56  -0.30  -0.41  0.185
H  -4.37  0.43  -1.95  0.423
H  -3.32  0.11  -3.35  0.268
H  -2.78  2.16  -1.15  -0.217
H  0.51  0.68  -2.22  0.618
H  -0.45  1.09  -0.78  0.155
H  1.84  -2.19  -4.42  0.501
H  4.07  -2.89  -3.52  0.397
H  4.41  -2.98  -1.07  0.473
H  1.14  -1.12  1.10  -0.058
H  3.42  -2.74  3.45  0.533
H  3.31  -2.30  5.87  0.414
H  1.67  -0.68  6.76  0.405
H  0.19  0.51  5.23  0.458
H  0.08  1.97  3.80  0.287
H  -1.96  2.84  2.80  0.389
H  -1.62  1.81  1.39  -0.075

As for the lowest unoccupied orbital energy: 0.0054 Ha. The charge is 0. The energy above the lowest of the compared OMol25 structures with the same formula, charge and spin comes out at 23.6 kJ/mol. As for the spin multiplicity: 1. The structure (SMILES) is CCNC(=O)c1ccccc1NC(=O)c1cccc(S(=O)(=O)N2CCC(C)CC2)c1.

---

Which electronic energy belongs to each record? In order, -33864.706; -44701.521; -67815.216; -46749.419 eV.